ORCA calculation (ωB97M-V with the def2-TZVPD basis set) on a structure of composition C26H28N3O2P2Pt.

```
62
Properties=species:S:1:pos:R:3:forces:R:3:lowdin_charge:R:1
O -8.44011 3.31515 3.50557 0.0 0.0 0.0 0.054
H 7.70740 -2.57370 -4.17963 0.0 0.0 0.0 0.129
C 6.32399 -1.99932 -2.65063 0.0 0.0 0.0 -0.045
C -1.41924 1.87859 2.01251 0.0 -0.1 -0.1 -0.157
C -5.67821 3.50510 1.33622 0.0 0.0 0.0 0.060
C 1.23713 -2.06982 -3.92528 0.0 0.0 0.0 -0.217
H 6.27422 0.20970 -0.41604 0.0 0.0 0.0 0.069
C -0.79126 -0.29985 -1.54969 0.0 0.0 0.0 -0.059
C -6.93626 3.58559 1.79400 0.0 0.0 0.0 0.065
H -8.75623 1.91380 5.02480 0.0 0.0 0.0 0.115
C -2.02742 0.31262 -1.38747 0.0 0.0 0.0 0.028
P 2.30992 -2.39354 -2.50762 -0.1 0.0 0.1 0.728
C 5.07980 -2.37707 0.58621 0.0 0.0 0.0 -0.195
H 5.96300 -3.42924 -5.69799 0.0 0.0 0.0 0.129
C -0.29098 1.86410 2.95176 -0.1 0.0 0.0 0.066
H -0.44610 2.41394 3.87097 0.0 0.0 0.0 0.141
C -4.92560 2.58950 3.54871 0.0 0.0 0.0 0.070
H 4.91706 0.99126 -1.25621 0.0 0.0 0.0 0.066
H 4.68192 -3.38508 0.47793 0.0 0.0 0.0 0.058
C 6.66821 -2.53362 -3.88278 0.0 0.0 0.0 -0.018
H 6.16779 -2.41647 0.51161 0.0 0.0 0.0 0.072
H 2.55607 -4.41888 -1.21772 0.0 0.0 0.0 0.054
C -6.18298 2.67709 4.01267 0.0 0.0 0.0 0.058
H 1.34527 -1.04742 -4.28476 0.0 0.0 0.0 0.071
H -6.41828 2.40790 5.03193 0.0 0.0 0.0 0.132
H 4.80394 -1.98700 1.56629 0.0 0.0 0.0 0.064
N -2.39822 2.61325 2.40749 0.0 0.1 0.0 0.126
C 5.68494 -3.01525 -4.73832 0.0 0.0 0.0 -0.019
N 0.16307 -0.23541 -0.62605 -0.1 0.0 0.2 -0.019
H -7.75585 3.96747 1.20080 0.0 0.0 0.0 0.149
C -2.29770 1.00836 -0.22803 0.0 0.0 0.0 0.055
H 3.59980 -3.35540 -5.05158 0.0 0.0 0.0 0.113
C 1.90349 -4.08833 -2.02456 0.0 0.0 0.0 -0.205
C 0.87147 1.25352 2.69513 0.0 0.0 0.0 0.057
H -5.41536 3.82451 0.33632 0.0 0.0 0.0 0.140
Pt 2.19159 -1.03080 -0.70845 0.1 0.0 -0.5 0.820
H 2.03979 -4.74927 -2.88213 0.0 0.0 0.0 0.074
H 1.51318 -2.75641 -4.72628 0.0 0.0 0.0 0.061
C -1.30066 1.11068 0.74802 -0.1 0.1 0.1 -0.034
C 5.18862 0.31560 -0.44648 0.0 0.0 0.0 -0.205
H -9.97924 3.19815 4.81774 0.0 0.0 0.0 0.116
C 4.34814 -2.96899 -4.37215 0.0 0.0 0.0 -0.047
H 4.85121 0.72822 0.50420 0.0 0.0 0.0 0.054
H 0.86844 -4.14713 -1.68698 0.0 0.0 0.0 0.059
N -3.43277 2.94236 1.64267 0.0 -0.1 0.1 0.128
O 2.14094 0.07427 1.11559 -0.1 0.0 0.0 -0.080
P 4.43029 -1.29986 -0.70548 0.0 0.0 0.3 0.734
C -0.09065 0.47354 0.49439 0.2 -0.1 0.0 -0.127
C -4.61210 2.98719 2.18150 0.0 0.0 -0.1 -0.221
C 3.99585 -2.42598 -3.13980 0.0 0.0 0.0 -0.375
H 0.20042 -2.28798 -3.67534 0.0 0.0 0.0 0.046
C 4.98311 -1.94372 -2.28413 0.0 0.0 0.0 -0.378
C 1.05023 0.56848 1.43894 0.0 0.0 -0.1 -0.272
H -2.76611 0.22891 -2.17192 0.0 0.0 0.0 0.136
H 1.70698 1.27544 3.38126 0.0 0.0 0.0 0.145
C -7.22418 3.17752 3.14410 0.0 0.0 0.0 -0.195
H -4.12019 2.25690 4.18942 0.0 0.0 0.0 0.131
C -8.92030 2.97345 4.84571 0.0 0.0 0.0 0.054
H -3.26016 1.47261 -0.08692 0.0 0.0 0.0 0.112
H 7.10014 -1.62721 -1.99321 0.0 0.0 0.0 0.121
H -0.56813 -0.85182 -2.44627 0.0 0.0 0.0 0.092
H -8.41314 3.59977 5.57546 0.0 0.0 0.0 0.116
```
Positions in Å, forces in eV/Å.

Summary:
Net charge ... +3
E_LUMO ... -10.410 eV
Maximum force ... 0.6 eV Å⁻¹
Multiplicity ... 1
Calculated total energy ... -57782.5292 eV

***

ORCA calculation (ωB97M-V with the def2-TZVPD basis set) on a cluster of 3 separate species, C26H28N3O6 in total.

```
63
Properties=species:S:1:pos:R:3:forces:R:3:lowdin_charge:R:1
O -5.45837 6.04139 3.19690 0.0 0.0 0.0 0.130
C 3.23538 4.72892 -3.91859 0.0 0.0 0.0 0.022
O 3.89056 2.63635 -3.06308 -0.1 -0.1 0.0 0.093
C 3.47211 -2.20358 -0.13351 0.0 0.0 0.1 -0.027
C -2.77367 2.98747 2.85937 0.1 0.1 0.1 -0.380
C 2.29676 5.44530 -4.53130 0.0 0.0 0.0 0.027
H -1.95344 -3.98368 1.82564 0.1 0.1 0.1 0.131
C -3.62721 4.89981 4.13910 0.0 0.0 0.0 0.032
H -1.57076 0.55682 0.69399 -0.2 0.2 -0.1 0.084
H -3.11449 -2.62471 0.26779 0.0 0.0 0.1 0.124
C 3.85070 -1.40933 -1.20934 -0.2 0.2 -0.1 -0.048
C 3.03518 3.28880 -3.62602 0.0 0.0 0.0 -0.380
H 0.25376 -5.79685 0.01613 0.0 0.0 0.0 0.134
H 1.62313 1.62202 -3.82438 0.0 0.0 0.0 0.111
C 2.13440 -5.01452 0.70969 0.0 0.0 0.3 -0.134
C 1.86584 -0.09460 -0.95146 0.1 -0.3 0.1 -0.049
H -3.79788 2.55445 0.97078 0.0 0.0 0.0 0.104
H 2.35476 -4.60790 -0.27573 0.1 0.0 0.0 0.121
C 2.54329 -4.05885 1.82311 0.0 -0.3 0.1 -0.138
H -3.63076 5.57942 4.98152 0.0 0.0 0.0 0.127
O -1.68551 -0.32735 -1.92885 0.2 -0.1 0.2 0.158
H -5.43766 4.41404 1.18235 0.0 0.0 0.0 0.127
H 2.19726 -4.48726 2.76844 0.1 0.1 0.1 0.134
C 1.00803 4.83423 -4.94701 0.0 0.0 0.0 -0.383
H 0.56414 -0.63553 0.63490 0.1 0.0 0.1 0.089
O -1.31906 -2.13615 -0.67642 -0.1 0.1 0.1 -0.042
C 1.48850 -0.87784 0.12991 0.0 0.1 -0.1 -0.028
C -4.67837 4.22014 1.92914 0.0 0.0 0.0 0.034
H -1.72108 -5.05928 0.47862 0.0 0.0 0.1 0.126
C 0.80889 3.38980 -4.65554 0.0 0.0 0.0 0.027
H 0.31065 -1.68759 3.12803 0.1 0.3 -0.2 0.159
H 3.61342 -3.92428 1.94061 0.0 0.2 -0.2 0.126
H 2.64623 -5.96978 0.81873 0.0 0.0 0.0 0.132
C 2.27918 -1.94862 0.53517 0.1 0.3 0.0 -0.192
H 4.12313 -3.00931 0.17103 0.0 0.0 0.0 0.107
N -0.06825 -3.89083 0.81153 -0.5 -0.3 1.4 0.016
H -2.47002 -0.85635 1.17624 -0.3 0.1 0.1 0.060
N 1.86085 -2.76028 1.67023 -0.1 -0.6 0.0 0.007
H 4.77345 -1.60762 -1.73591 0.1 -0.1 0.1 0.115
H 1.21988 0.71848 -1.25631 0.0 0.0 0.0 0.108
O 0.15047 5.48446 -5.49967 0.0 0.0 0.0 0.118
C -1.53118 -4.04489 0.81969 -0.1 -0.1 -0.5 -0.087
H -1.98966 3.71206 4.76783 0.0 0.0 0.0 0.122
C 0.64213 -5.21460 0.84843 0.2 0.1 -1.0 -0.102
C -3.80246 3.22557 1.81931 0.0 0.0 0.0 0.017
N -0.22231 -2.21949 2.45580 -0.1 0.2 -0.1 0.296
O -1.96706 2.07988 2.77155 -0.1 -0.1 -0.1 0.072
H 3.31768 0.26541 -2.47205 0.2 0.0 0.0 0.086
H -0.13590 2.96442 -4.96932 0.0 0.0 0.0 0.124
H 2.41960 6.49712 -4.75540 0.0 0.0 0.0 0.125
H -3.26055 0.35607 0.13087 0.0 0.1 0.0 0.093
C 3.04602 -0.36279 -1.63508 -0.2 0.1 0.1 -0.060
C -4.66168 5.13810 3.09983 0.0 0.0 0.0 -0.378
H 0.38712 -5.72614 1.77917 -0.1 0.1 0.1 0.140
C -2.23993 -3.09751 -0.17999 0.2 -0.1 -0.1 -0.133
C -2.75289 3.90403 4.02465 0.0 0.0 0.0 0.019
H -1.21776 -2.07545 2.41545 -0.1 -0.2 0.1 0.117
C 0.46521 -2.97503 1.63055 0.4 0.1 -0.4 -0.316
C -2.32971 -0.14986 0.36046 0.4 -0.6 0.0 0.018
H 4.18078 5.15273 -3.60515 0.0 0.0 0.0 0.124
C 1.74865 2.67554 -4.04353 0.0 0.0 0.0 0.015
H -2.59858 -3.68456 -1.02522 0.0 0.0 0.0 0.136
C -1.79091 -0.85041 -0.86372 -0.2 0.2 -0.3 -0.509
```
Positions in Å, forces in eV/Å.

Summary:
Net charge ... +1
E_LUMO ... -3.510 eV
Maximum force ... 1.5 eV Å⁻¹
Multiplicity ... 1
Calculated total energy ... -44162.8469 eV

***

ORCA calculation (ωB97M-V with the def2-TZVPD basis set) on a structure of composition C26H28N5O6Tc.

```
66
Properties=species:S:1:pos:R:3:forces:R:3:lowdin_charge:R:1
C 0.43649 -1.41576 -1.83202 0.1 0.0 0.0 -0.187
C 1.12885 -2.50019 -1.27097 0.0 0.0 -0.1 -0.122
O -2.56936 -2.12808 -3.95751 0.0 -0.1 0.0 0.146
C 0.71939 -0.96781 -3.10651 0.0 0.0 0.1 0.031
H 0.91769 4.13492 -1.79601 0.0 0.0 0.0 0.115
H -2.52282 1.20229 -4.50692 0.0 0.0 0.0 0.151
H 1.21922 -2.91110 2.92425 0.0 0.0 0.0 0.121
H 3.33280 4.37642 -2.21465 0.0 0.0 0.0 0.108
O 1.60405 0.21616 0.42484 0.0 -0.1 0.1 -0.251
H -1.49607 3.29055 1.56358 0.0 0.0 0.0 0.133
H -0.84768 3.17654 -0.63267 0.0 0.0 0.0 0.157
Tc -0.17836 -0.28477 0.93934 -0.1 0.3 -0.1 1.772
H 0.19062 2.10274 3.16908 0.0 0.0 0.0 0.129
N 0.04962 0.01547 3.04749 0.0 0.0 0.1 -0.307
H 2.59493 -4.01583 -1.64427 0.0 0.0 0.0 0.123
H 1.90564 -1.28108 -4.85076 0.0 0.0 0.0 0.121
O -0.55261 -0.87449 -1.03797 0.1 -0.3 0.2 -0.136
C 1.09037 2.27953 -0.75150 0.1 -0.1 0.0 -0.104
O -2.17634 -0.65845 0.85495 0.0 0.0 0.0 -0.153
C 0.28406 -3.01414 2.36682 0.0 0.0 0.0 -0.179
H -1.56415 -0.69821 4.20741 0.0 0.0 0.0 0.124
C -2.17030 1.00900 -3.50580 0.1 -0.1 0.1 -0.003
C -3.03419 -1.36039 -3.16422 -0.1 0.2 -0.1 -0.474
H 4.90386 2.65386 -1.36719 0.0 0.0 0.0 0.111
H 1.23541 -4.02629 0.25425 0.0 0.0 0.0 0.147
H 1.62261 0.24484 4.44606 0.0 0.0 0.0 0.108
C -0.88320 -2.40653 3.13315 0.0 0.0 0.0 -0.161
N -1.48174 1.99576 -2.81854 0.2 0.0 -0.1 0.086
C 3.84027 2.55331 -1.19717 0.0 0.0 0.0 -0.069
H 4.03134 0.70374 -0.11270 0.0 0.0 0.0 0.119
C -0.41073 2.17465 -0.55865 0.2 0.0 -0.2 -0.247
H -2.49310 0.71810 2.83663 0.0 0.0 0.0 0.102
O -3.81745 0.17254 -0.41564 0.3 -0.1 0.0 0.111
C 2.96195 3.51574 -1.67574 0.0 0.0 0.0 -0.077
C 1.60375 3.37194 -1.44360 0.0 0.0 0.0 -0.042
N -1.00474 1.35967 -1.65009 -0.6 -0.1 0.3 0.003
C -2.31483 -0.10249 -2.77328 0.1 0.0 0.2 -0.066
H -4.41020 -0.84980 -1.95555 0.0 0.2 0.1 0.092
H -0.72232 2.42928 -3.33808 0.0 0.0 -0.1 0.148
H 0.18449 -0.13384 -3.53071 0.0 0.0 0.0 0.113
O -4.22535 -1.55299 -2.59834 0.1 -0.2 -0.1 0.153
C 2.07752 -3.15854 -2.05666 0.0 0.0 0.0 -0.007
C 3.36158 1.46284 -0.49351 -0.2 0.0 0.0 -0.005
N -0.73889 1.57597 0.69718 0.1 -0.1 0.0 -0.177
H -1.19767 -3.10820 3.90793 0.0 0.0 0.0 0.130
C -1.64894 0.12065 -1.46499 -0.3 0.4 0.0 -0.225
H -0.56182 1.33083 4.56765 0.0 0.0 0.0 0.134
C 1.69034 -1.62758 -3.84920 0.0 0.0 0.0 -0.022
C 1.50171 0.04959 3.37856 0.0 0.0 -0.1 -0.056
N 0.43405 -2.33876 1.07012 0.1 -0.1 -0.1 -0.073
C -0.52504 1.33911 3.47514 0.0 0.0 0.0 -0.171
H 1.98518 0.83038 2.79835 0.0 0.0 0.0 0.089
H 0.11600 -4.07993 2.20219 0.0 0.0 0.0 0.128
C -2.65540 -0.12302 -0.23283 0.0 0.0 -0.2 -0.497
H 1.96516 -0.90212 3.13202 0.0 0.0 0.0 0.084
C -1.89103 1.62699 2.87054 0.0 0.0 0.0 -0.153
H -2.42438 2.32675 3.51448 0.0 0.0 0.0 0.129
C -1.77805 2.23427 1.47363 0.0 0.0 0.0 -0.196
H 0.02077 -1.25205 4.72265 0.0 0.0 0.0 0.130
H -2.75372 2.20297 0.97300 0.0 0.0 0.0 0.127
H -1.73086 -2.30208 2.45493 0.0 0.0 0.0 0.101
C 2.36700 -2.72204 -3.33653 0.0 0.0 0.0 -0.049
C -0.61146 -1.08308 3.84783 0.0 0.0 0.0 -0.153
C 0.91723 -2.99637 0.08319 0.0 0.1 0.0 -0.032
H 3.10855 -3.23464 -3.93203 0.0 0.0 0.0 0.116
C 1.99030 1.31327 -0.26444 0.1 0.2 -0.2 -0.298
```
Positions in Å, forces in eV/Å.

Summary:
Net charge ... +1
E_LUMO (spin up / spin down) ... -3.223 / -4.295 eV
Maximum force ... 0.7 eV Å⁻¹
Multiplicity ... 4
Calculated total energy ... -49344.5568 eV
Expectation value of S² ... 3.768